DFT (ωB97M-V with the def2-TZVPD basis set) results for an isolated molecule of C6H9N at a distorted geometry.

Cartesian coordinates (Å):
1 H -0.170 2.334 0.801
2 N 0.047 1.368 0.566
3 C -1.025 0.669 0.549
4 C -2.407 1.236 0.709
5 C -0.947 -0.749 0.157
6 C 0.284 -1.070 -0.160
7 C 1.560 -1.274 -0.125
8 C 2.653 -0.825 -1.054
9 H -2.781 1.562 -0.270
10 H -3.108 0.500 1.110
11 H -2.367 2.104 1.369
12 H -1.812 -1.381 0.000
13 H 1.302 -2.299 0.232
14 H 3.432 -0.238 -0.548
15 H 3.137 -1.705 -1.478
16 H 2.250 -0.206 -1.863

Calculated values
Kohn-Sham gap: 8.95 eV
Highest occupied orbital energy: -8.13 eV
Structure (SMILES): [H]/N=C(\C)C=C=CC
Multiplicity: 1

Atom charges from the Mulliken analysis, given in e for atoms 1 to 2: 0.213, -0.680

DFT (ωB97M-V with the def2-TZVPD basis set) results for a cluster of 2 separate species, C9H14 in total at a distorted geometry.

Cartesian coordinates (Å):
1 C 0.407 -1.438 0.344
2 C 1.094 -0.180 0.864
3 C 1.753 -0.345 2.054
4 C 2.216 0.849 2.626
5 C 2.167 2.114 2.113
6 C 1.643 2.161 0.789
7 C 1.127 1.050 0.147
8 H -0.590 -1.248 -0.050
9 H 0.223 -2.159 1.115
10 H 1.065 -1.829 -0.446
11 H 1.992 -1.293 2.412
12 H 2.790 0.791 3.592
13 H 2.481 3.078 2.502
14 H 1.542 3.108 0.251
15 H 0.805 0.955 -0.861
16 C -2.845 0.051 -2.158
17 C -2.426 -1.400 -2.206
18 H -1.885 0.590 -2.042
19 H -3.380 0.319 -3.047
20 H -3.449 0.252 -1.268
21 H -3.150 -2.107 -2.598
22 H -1.523 -1.510 -2.861
23 H -2.058 -1.808 -1.270

Calculated values
Kohn-Sham gap: 9.99 eV
Highest occupied orbital energy: -9.01 eV
Structure (SMILES): Cc1ccccc1.CC
Multiplicity: 1

Atom charges from the Mulliken analysis, given in e for atoms 1 to 2: -1.109, 0.880

DFT (ωB97M-V with the def2-TZVPD basis set) results for a structure of composition C33H28As2F6O2PdSSb at a distorted geometry.

Cartesian coordinates (Å):
1 Pd 0.302 -1.251 1.825
2 O 0.306 -1.450 4.456
3 C -0.723 -1.751 3.886
4 O -1.377 -0.972 3.042
5 C -1.248 -3.148 3.973
6 C -1.825 -3.654 5.114
7 C -2.322 -4.956 5.120
8 C -2.244 -5.769 3.983
9 C -1.668 -5.284 2.837
10 C -1.156 -3.960 2.810
11 S -0.457 -3.432 1.369
12 H -1.883 -3.037 6.001
13 H -2.776 -5.346 6.023
14 H -2.634 -6.778 4.008
15 H -1.596 -5.896 1.948
16 C -1.734 0.268 0.206
17 C -1.047 0.563 -1.124
18 As -0.634 -1.143 -1.998
19 C -0.585 -0.584 -3.851
20 C 0.143 0.535 -4.247
21 C 0.142 0.934 -5.575
22 C -0.585 0.213 -6.518
23 C -1.306 -0.906 -6.130
24 C -1.307 -1.303 -4.796
25 C 1.295 -1.240 -1.769
26 C 2.006 -0.514 -0.912
27 C 3.492 -0.628 -0.789
28 C 4.186 -1.654 -1.692
29 C 3.283 -2.410 -2.608
30 C 1.969 -2.232 -2.630
31 As -2.193 1.775 1.425
32 C -0.483 2.431 2.115
33 C -0.507 3.767 2.523
34 C 0.564 4.334 3.197
35 C 1.678 3.568 3.514
36 C 1.722 2.235 3.142
37 C 0.647 1.701 2.446
38 C -2.463 3.030 -0.047
39 C -3.706 2.962 -0.676
40 C -3.995 3.768 -1.770
41 C -3.045 4.667 -2.237
42 C -1.807 4.745 -1.614
43 C -1.515 3.927 -0.528
44 H -1.136 -0.474 0.763
45 H -2.678 -0.254 0.040
46 H -0.156 1.178 -1.002
47 H -1.724 1.085 -1.800
48 H 0.718 1.095 -3.517
49 H 0.708 1.806 -5.878
50 H -0.586 0.525 -7.555
51 H -1.870 -1.470 -6.862
52 H -1.875 -2.174 -4.493
53 H 1.548 0.257 -0.299
54 H 3.940 0.359 -0.891
55 H 4.983 -1.169 -2.254
56 H 3.762 -3.146 -3.245
57 H 1.360 -2.818 -3.310
58 H -1.382 4.373 2.316
59 H 0.522 5.377 3.485
60 H 2.508 4.002 4.057
61 H 2.573 1.613 3.379
62 H 0.763 0.641 2.189
63 H -4.460 2.275 -0.307
64 H -4.962 3.700 -2.252
65 H -3.272 5.309 -3.079
66 H -1.061 5.443 -1.975
67 H -0.539 3.988 -0.064
68 F 2.260 -1.717 1.678
69 Sb 4.110 -0.841 1.271
70 F 5.898 -0.403 0.919
71 F 3.698 1.026 1.260
72 F 4.836 -2.614 -0.891
73 F 3.933 -0.544 3.113
74 F 4.670 -2.555 1.753

Calculated values
Kohn-Sham gap (spin up / spin down): 5.63 / 4.56 eV
Highest occupied orbital energy (spin up / spin down): -8.41 / -8.41 eV
Multiplicity: 2

Atom charges from the Mulliken analysis, given in e for atoms 1 to 2: -0.086, -0.538

DFT (ωB97M-V with the def2-TZVPD basis set) results for a cluster of 2 separate species, CH3ClO2S in total at a distorted geometry.

Cartesian coordinates (Å):
1 O 1.161 0.151 -0.769
2 C 0.250 0.241 -0.038
3 O -0.962 -0.065 -0.407
4 S 0.418 0.974 1.587
5 H -1.009 -0.146 -1.339
6 H 1.778 1.043 1.683
7 Cl 0.087 -2.447 0.476
8 H 0.129 -3.879 1.263

Calculated values
Kohn-Sham gap: 9.55 eV
Highest occupied orbital energy: -10.05 eV
Structure (SMILES): O=C(O)S.Cl
Multiplicity: 1

Atom charges from the Mulliken analysis, given in e for atoms 1 to 2: -0.463, 0.532

Energy relative to the best compared isomer or geometry (same formula, charge and spin): 3.6112; 1.0156; 5.1499; 1.5966 (eV)